{
  "formula": "C4H6O2",
  "method": "the ωB97M-V functional and the def2-TZVPD basis",
  "de_lowest_kcal_mol": 69.4,
  "homo_ev": -9.9,
  "smiles": "O[C@H]1C[C@H]2O[C@@H]12",
  "energy_ev": -8337.452,
  "charge": 0,
  "species": ["C", "H", "H", "H", "C", "H", "O", "C", "O", "C", "H", "H"],
  "xyz": [[-0.92806, 0.67109, 0.64194], [-0.98314, 0.65512, -1.72824], [1.04840, 0.39030, 1.50640], [-1.93460, 0.69295, 1.03793], [-0.49097, 0.60135, -0.75870], [0.02499, -1.06059, 1.78074], [-0.34913, 1.80522, 0.03806], [0.39582, -0.57360, -0.37220], [1.66542, -0.89061, -0.85252], [0.22996, -0.22255, 1.11444], [1.68808, -0.72542, -1.80391], [-0.36677, -1.34326, -0.60395]],
  "atomic_forces_ev_per_a": [[-0.35, -0.24, 0.38], [-0.25, 0.32, 0.41], [-0.18, -0.13, -0.08], [0.04, 0.29, -0.02], [0.04, 0.41, -0.27], [-0.07, 0.10, -0.10], [0.42, -0.35, -0.55], [-0.39, -0.09, 0.08], [0.09, 0.34, -0.24], [-0.03, -0.13, 0.09], [0.05, -0.07, 0.16], [0.64, -0.46, 0.14]],
  "nbo_charge": [0.065, 0.197, 0.232, 0.199, -0.003, 0.215, -0.472, 0.089, -0.699, -0.445, 0.472, 0.151]
}

=====

{
  "formula": "C4H6O2",
  "method": "the ωB97M-V functional and the def2-TZVPD basis",
  "de_lowest_kcal_mol": 110.6,
  "homo_ev": -9.5,
  "energy_ev": -8335.666,
  "charge": 0,
  "species": ["C", "H", "C", "O", "H", "H", "H", "C", "H", "C", "O", "H"],
  "xyz": [[-0.01172, 0.18157, 1.78052], [2.17419, 0.59983, -1.75263], [-1.12953, 0.70412, 1.27760], [0.66067, -0.86481, -2.78916], [-0.00795, -0.33871, 2.73584], [0.94210, 0.27911, 1.26976], [-0.82646, -1.69771, -0.77589], [0.60184, -0.40957, -1.65204], [-2.08178, 0.61519, 1.79594], [-0.70216, -0.67909, -1.15760], [1.52277, 0.35989, -1.07137], [-1.14196, 1.25018, 0.33903]],
  "atomic_forces_ev_per_a": [[-0.07, 0.03, -0.07], [-0.03, -0.15, 0.08], [0.11, -0.06, 0.02], [0.06, 0.11, 0.30], [-0.04, 0.02, -0.18], [-0.15, 0.03, 0.10], [0.15, 0.09, 0.04], [-0.16, -0.05, -0.17], [0.14, -0.04, -0.10], [0.04, -0.01, -0.01], [-0.10, 0.03, -0.18], [0.05, 0.01, 0.16]],
  "nbo_charge": [-0.391, 0.504, -0.384, -0.560, 0.197, 0.208, 0.166, 0.586, 0.201, -0.072, -0.671, 0.216]
}

=====

{
  "formula": "C4H6O2",
  "method": "the ωB97M-V functional and the def2-TZVPD basis",
  "de_lowest_kcal_mol": 84.1,
  "homo_ev": -9.6,
  "smiles": "C[C@@]1(C=O)CO1",
  "energy_ev": -8336.814,
  "charge": 0,
  "species": ["O", "H", "H", "C", "H", "H", "C", "C", "H", "O", "C", "H"],
  "xyz": [[-0.19249, 0.79888, 1.32362], [2.21633, 0.50969, 0.50696], [-1.40819, 1.70922, -0.17280], [1.55678, -0.27112, 0.07482], [-1.91790, -0.65142, -0.15704], [-0.72443, -1.34437, -1.28554], [-0.89088, -1.01522, -0.25452], [-0.43041, 1.62507, 0.28137], [-0.76008, -1.88200, 0.40141], [1.98574, -1.30762, -0.37358], [0.08149, 0.06767, 0.12273], [0.48405, 1.76120, -0.46742]],
  "atomic_forces_ev_per_a": [[0.40, -0.67, 1.25], [-0.04, -0.12, 0.02], [-0.27, 0.12, 0.36], [-0.34, 0.11, -0.50], [0.18, -0.08, -0.01], [0.00, 0.10, 0.19], [-0.07, 0.03, 0.12], [3.13, -1.92, -4.75], [-0.02, 0.04, -0.12], [-0.32, 0.59, 0.27], [-1.22, -0.10, 1.10], [-1.44, 1.91, 2.07]],
  "nbo_charge": [-0.467, 0.124, 0.192, 0.402, 0.222, 0.232, -0.640, -0.113, 0.227, -0.502, 0.116, 0.207]
}